The following is a DFT calculation (wB97M-V/def2-TZVPD) of a cluster of 10 separate species, C7H32NO9 in total in a non-equilibrium geometry.

The geometry in XYZ format:
```
49
Properties=species:S:1:pos:R:3:lowdin_charge:R:1
C -1.35 -1.60 -2.27 -0.16
C -0.90 -0.17 -1.86 -0.17
C 0.20 -0.11 -0.80 -0.11
C -0.06 -0.48 0.47 -0.16
C 1.12 -0.60 1.38 -0.11
C 1.48 0.46 2.11 -0.16
C 2.76 0.67 2.88 -0.08
N -1.67 -2.45 -1.11 0.15
H -0.62 -2.09 -2.96 0.13
H -2.16 -1.34 -3.01 0.14
H -1.80 0.44 -1.76 0.10
H -0.31 0.34 -2.69 0.12
H 1.20 0.04 -1.25 0.10
H -1.04 -0.66 0.92 0.09
H 1.41 -1.61 1.69 0.12
H 0.82 1.33 2.24 0.09
H 2.93 -0.21 3.50 0.08
H 2.81 1.57 3.44 0.06
H 3.68 0.66 2.26 0.07
H -2.17 -1.87 -0.44 0.09
H -0.76 -2.66 -0.57 0.12
H -2.29 -3.25 -1.34 0.18
H -3.22 0.44 0.11 0.02
H -4.35 -0.63 0.23 0.06
O -3.55 -0.41 -0.26 -0.06
H -2.68 1.34 3.38 0.03
H -3.90 1.12 2.32 0.03
O -3.40 0.79 3.06 -0.04
H 1.44 2.74 -2.58 -0.02
H 0.21 3.65 -2.44 0.05
O 1.14 3.59 -2.20 -0.08
H 1.01 2.58 -0.46 0.02
H 1.40 3.23 0.93 0.05
O 0.71 2.78 0.45 -0.06
H 4.01 1.45 -0.66 0.08
H 4.38 0.10 -1.05 0.08
O 4.07 0.92 -1.47 -0.01
H -1.19 1.66 0.37 0.05
H -1.54 1.26 1.81 0.03
O -1.93 1.39 0.95 -0.08
H 1.30 -4.07 -0.87 0.09
H 1.19 -2.40 -0.53 0.03
O 0.82 -3.23 -0.86 -0.03
H -2.36 -3.38 2.54 0.05
H -1.80 -2.19 3.27 0.06
O -1.87 -2.56 2.37 -0.07
H 2.83 1.03 -2.47 0.00
H 2.03 1.21 -3.88 0.08
O 1.97 1.19 -2.92 -0.08
```

The spin multiplicity is 1. The value obtained for the orbital gap is 9.37 eV. Its HOMO energy is -11.86 eV. As for the total charge: +1. The strongest force on any atom comes out at 3.0 eV/Å. Its relative energy (zero: lowest compared OMol25 entry of this formula, charge and spin) is 68.24 kcal/mol.